Density functional theory data (ωB97M-V with the def2-TZVPD basis set) for C18H20BrClLiN3O3S as an isolated structure.

XYZ file:
```
48
Properties=species:S:1:pos:R:3
C -5.54724 2.02787 0.79844
C 1.69546 -1.70915 1.53890
N -3.38032 1.55531 -0.09083
C 0.40538 -1.47049 0.76458
C -4.17095 1.94264 0.91695
H 0.19692 5.16772 2.53354
C 2.03814 -2.46187 -1.69471
H 2.21697 0.34556 2.05709
O 0.15198 2.09249 1.43423
Cl 1.38049 4.99191 0.50223
C -3.94576 1.25131 -1.25941
C -0.29830 3.24829 1.68771
H 2.86624 -0.86657 3.15694
C 3.91833 -3.62809 -0.75850
H 0.13451 -2.35104 0.18915
C -6.13805 1.70662 -0.41227
H 1.59904 -2.66761 2.05464
H 1.52277 3.95807 2.61542
C 2.59277 -3.61926 -1.16032
C -5.31515 1.31369 -1.45084
H 0.65766 0.58321 0.32762
C 2.00092 -0.60408 2.54703
C -0.00757 -0.19666 -1.36292
H -7.20951 1.76301 -0.55005
H -0.85682 -1.29578 -2.82998
O 0.14081 -3.50992 -2.65417
H -0.41272 -1.27754 1.46585
H 2.39952 -0.42868 -2.30466
C 0.62581 -2.51703 -2.16869
H 1.15433 -0.44147 3.21804
C 4.69753 -2.48761 -0.91605
H -3.66860 2.21309 1.83774
Br -6.03716 0.86096 -3.13289
C 0.69495 4.34653 2.03172
H 2.51953 -1.80909 0.82964
Li -1.37288 2.13324 0.30089
C 4.15115 -1.34054 -1.47547
H 4.34756 -4.52545 -0.33267
C 2.81935 -1.32357 -1.86122
N 0.50451 -0.31268 -0.13339
H 1.97343 -4.50228 -1.06428
S -0.46466 1.28188 -2.00916
H -6.14691 2.34832 1.63919
H -3.28232 0.95298 -2.06184
H 5.73606 -2.49577 -0.60958
N -0.13490 -1.33814 -2.12585
O -1.51263 3.55233 1.58326
H 4.76032 -0.45670 -1.61104
```

Energy relative to the best compared isomer or geometry (same formula, charge and spin): 17.27 kJ/mol
Multiplicity: 1
Charge: 0
Electronic energy: -4527.9723 Eh